No. 1
76
Properties=species:S:1:pos:R:3:lowdin_charge:R:1 method="wB97M-V/def2-TZVPD" energy_ev=-134224.2648 molar_mass_g_mol=589.65 homo_ev="-6.686 / -7.547" multiplicity=4 relative_energy_ev=1.121
V -0.7095 -0.9332 -0.6759 0.367
C 1.0601 -1.7819 -1.2762 -0.322
Si 1.8101 -1.2066 0.3204 0.588
C 0.6303 -1.9651 1.6466 -0.188
N -0.7619 -1.8843 1.1231 -0.295
C -1.5537 -3.1044 1.3597 -0.180
C -1.9551 -3.2511 2.8271 -0.151
C -2.5667 -1.9354 3.3611 -0.166
C -2.8140 -0.9453 2.2225 -0.156
C -1.4940 -0.6634 1.5170 -0.208
C 1.7235 0.6702 0.4988 -0.267
C 1.8123 1.4978 -0.6247 -0.088
C 1.8305 2.8794 -0.4994 -0.074
C 1.7378 3.4642 0.7551 -0.076
C 1.6499 2.6618 1.8853 -0.082
C 1.6545 1.2810 1.7543 -0.107
C 3.5668 -1.7154 0.7901 -0.233
C 4.6243 -0.8073 0.7063 -0.090
C 5.9220 -1.1873 1.0186 -0.088
C 6.1857 -2.4870 1.4262 -0.096
C 5.1498 -3.4069 1.5124 -0.094
C 3.8564 -3.0210 1.1933 -0.104
H 1.0395 -2.8771 -1.3322 -0.003
H 1.6023 -1.3929 -2.1404 0.000
H 0.7129 -1.5143 2.6411 0.091
H 0.8941 -3.0176 1.7685 0.082
H -0.9652 -3.9604 1.0306 0.128
H -2.4385 -3.0590 0.7293 0.094
H -1.0851 -3.5279 3.4250 0.106
H -2.6695 -4.0722 2.9034 0.113
H -1.8815 -1.4724 4.0763 0.112
H -3.4961 -2.1278 3.8962 0.109
H -3.2152 -0.0051 2.6023 0.120
H -3.5452 -1.3417 1.5152 0.121
H -0.8610 -0.0364 2.1464 0.127
H -1.7251 -0.0616 0.5977 0.052
H 1.8547 1.0529 -1.6139 0.103
H 1.9024 3.5048 -1.3801 0.099
H 1.7333 4.5425 0.8530 0.102
H 1.5887 3.1136 2.8679 0.100
H 1.6137 0.6686 2.6502 0.098
H 4.4242 0.2132 0.3985 0.098
H 6.7299 -0.4698 0.9466 0.101
H 7.1958 -2.7830 1.6794 0.099
H 5.3537 -4.4238 1.8240 0.100
H 3.0594 -3.7557 1.2515 0.093
C -0.5798 6.5638 -1.4573 -0.051
C -0.8404 5.0917 -1.6369 -0.281
C -1.6831 4.3974 -0.7848 -0.025
C -1.9472 3.0392 -0.9444 -0.287
C -2.8961 2.4076 0.0401 -0.074
C -1.3202 2.3384 -1.9835 -0.475
Se -1.6770 0.4590 -2.3131 0.764
C -0.4540 3.0200 -2.8507 -0.323
C 0.2757 2.3506 -3.9879 -0.083
C -0.2414 4.3815 -2.6659 -0.048
H -1.2282 6.9851 -0.6899 0.072
H -0.7546 7.1057 -2.3879 0.078
H 0.4561 6.7447 -1.1622 0.076
H -2.1710 4.9266 0.0281 0.115
H -3.6553 3.1287 0.3446 0.080
H -2.3564 2.1001 0.9405 0.075
H -3.3965 1.5393 -0.3849 0.045
H 0.2084 1.2678 -3.9336 0.016
H 1.3303 2.6331 -3.9813 0.079
H -0.1476 2.6651 -4.9446 0.086
H 0.4234 4.8978 -3.3530 0.125
C -2.4964 -4.5976 -1.7938 -0.083
C -3.3260 -3.4356 -2.2989 -0.293
O -3.1767 -2.3269 -1.4075 -0.158
H -2.5739 -5.4406 -2.4806 0.078
H -2.8490 -4.9205 -0.8132 0.070
H -1.4501 -4.2988 -1.7121 0.069
H -4.3816 -3.7197 -2.3495 0.111
H -2.9986 -3.1524 -3.3022 0.119
H -3.2747 -1.5067 -1.9121 -0.013

---

No. 2
87
Properties=species:S:1:pos:R:3:lowdin_charge:R:1 method="wB97M-V/def2-TZVPD" energy_ev=-163037.6738 molar_mass_g_mol=766.87 homo_ev="-13.630 / -13.632" charge=+2 multiplicity=4 relative_energy_ev=0.521
Cr -1.0865 -0.1390 -0.4325 0.661
C -1.9746 0.2771 3.7928 -0.011
C -2.3356 -1.0119 4.1339 0.008
C -2.2551 -2.0163 3.1746 0.039
C -1.8266 -1.6903 1.9001 -0.171
N -1.4714 -0.4238 1.5729 0.033
C -1.5488 0.5297 2.4976 -0.106
C -1.7829 -2.6503 0.7772 -0.165
C -2.0794 -4.0064 0.8379 0.046
C -2.0637 -4.7390 -0.3419 0.019
C -1.7975 -4.1194 -1.5552 0.042
C -1.5141 -2.7601 -1.5527 -0.179
N -1.4735 -2.0836 -0.3972 0.044
C -1.3030 -1.9036 -2.7400 -0.183
C -1.5086 -2.3334 -4.0411 0.039
C -1.4343 -1.4058 -5.0730 0.000
C -1.1545 -0.0828 -4.7744 -0.007
C -0.9331 0.2671 -3.4526 -0.100
N -0.9943 -0.6188 -2.4619 0.006
H -2.0153 1.0839 4.5098 0.127
H -2.6766 -1.2429 5.1317 0.132
H -2.5444 -3.0260 3.4173 0.124
H -1.2656 1.5236 2.1756 0.116
H -2.3268 -4.4833 1.7732 0.127
H -2.2840 -5.7948 -0.3179 0.133
H -1.8181 -4.6836 -2.4734 0.127
H -1.7550 -3.3629 -4.2490 0.125
H -1.6075 -1.7146 -6.0931 0.132
H -1.1013 0.6699 -5.5461 0.131
H -0.6942 1.2856 -3.1700 0.126
C 1.5690 2.8813 -1.7680 -0.194
Si 2.2324 2.0758 -0.2151 0.349
C 4.0968 2.0770 -0.1827 -0.182
C 1.5312 2.8894 1.3148 -0.187
As 1.4294 -0.2041 -0.2409 0.895
Si 2.3880 -1.2766 1.7088 0.353
C 4.2291 -0.9513 1.7996 -0.192
C 1.6222 -0.6170 3.2842 -0.191
C 2.0151 -3.1081 1.5486 -0.196
Si 2.5485 -1.3553 -2.0584 0.361
C 2.0463 -3.1626 -1.9504 -0.192
C 2.0266 -0.6512 -3.7172 -0.187
C 4.4091 -1.2059 -1.9525 -0.189
H 1.8588 3.9316 -1.7845 0.049
H 0.4817 2.8404 -1.7886 0.005
H 1.9653 2.4256 -2.6730 0.022
H 4.4271 3.1144 -0.2444 0.051
H 4.5413 1.5459 -1.0194 0.018
H 4.4989 1.6643 0.7382 0.022
H 1.8545 3.9301 1.3410 0.050
H 1.8842 2.4231 2.2331 0.025
H 0.4439 2.8838 1.2980 0.005
H 4.4293 -0.0470 2.3736 0.038
H 4.7386 -0.8594 0.8442 -0.001
H 4.6870 -1.7821 2.3386 0.052
H 1.4119 0.4490 3.2596 0.014
H 2.3376 -0.7840 4.0909 0.052
H 0.7152 -1.1499 3.5467 0.016
H 2.7277 -3.6118 0.8999 0.026
H 1.0150 -3.3073 1.1631 0.009
H 2.0923 -3.5703 2.5323 0.047
H 1.0471 -3.3166 -1.5492 0.001
H 2.7372 -3.7297 -1.3314 0.030
H 2.0788 -3.5971 -2.9489 0.048
H 1.1513 -1.1556 -4.1181 0.010
H 2.8473 -0.8311 -4.4130 0.054
H 1.8413 0.4207 -3.7122 0.017
H 4.8466 -1.3778 -0.9727 0.011
H 4.7604 -0.2473 -2.3286 0.032
H 4.8078 -1.9740 -2.6188 0.052
F -2.4912 6.5963 2.4473 0.126
C -2.8872 5.3495 2.2311 -0.180
C -2.9581 4.8441 0.9961 0.065
N -3.3637 3.5416 0.7770 0.008
C -3.4321 2.9694 -0.5455 -0.007
C -2.5279 1.7665 -0.6310 -0.582
O -2.9309 0.6638 -1.0606 0.007
O -1.3024 1.8669 -0.2891 -0.110
C -3.6861 2.6938 1.8096 -0.475
O -3.9323 1.5180 1.6098 0.095
N -3.6630 3.2583 3.0558 0.232
C -3.2307 4.5453 3.4123 -0.379
O -3.1579 4.8872 4.5574 0.152
H -2.7079 5.4350 0.1273 0.153
H -3.0824 3.7217 -1.2564 0.152
H -4.4449 2.6617 -0.8124 0.157
H -3.9467 2.6577 3.8214 0.171

---

No. 3
82
Properties=species:S:1:pos:R:3:lowdin_charge:R:1 method="wB97M-V/def2-TZVPD" energy_ev=-145065.7436 molar_mass_g_mol=764.95 homo_ev="-9.336 / -10.231" charge=+1 multiplicity=6 relative_energy_ev=0.000
Ru -0.1924 0.0664 -0.3061 0.695
S 0.4712 0.1419 -2.6312 0.605
C -0.1054 -1.4552 -3.0940 -0.672
C -0.6536 -1.6532 -4.3637 -0.114
C -1.1162 -2.8961 -4.7518 -0.062
C -1.0364 -3.9830 -3.8874 -0.069
C -0.4784 -3.8129 -2.6332 -0.098
C -0.0092 -2.5646 -2.2408 -0.545
S 0.6270 -2.3959 -0.5944 0.912
C 2.4360 -2.2915 -0.8410 -0.327
C 3.0557 -1.1943 -0.0212 -0.360
C 4.0256 -1.4361 0.9417 -0.004
C 4.5649 -0.3516 1.6156 -0.029
C 4.1471 0.9313 1.2946 -0.001
C 3.1751 1.0761 0.3169 -0.359
C 2.6911 2.4133 -0.1676 -0.347
S 0.8892 2.6317 -0.0833 0.873
C 0.6522 2.9151 1.6511 -0.565
C 0.6783 4.2342 2.0994 -0.108
C 0.4804 4.5239 3.4366 -0.072
C 0.2440 3.4828 4.3279 -0.066
C 0.2094 2.1737 3.8870 -0.115
C 0.4098 1.8612 2.5389 -0.666
S 0.3704 0.1686 2.0593 0.582
N 2.6327 0.0324 -0.2996 0.053
H -0.7216 -0.8115 -5.0391 0.109
H -1.5417 -3.0203 -5.7377 0.112
H -1.3922 -4.9556 -4.1951 0.108
H -0.4005 -4.6453 -1.9473 0.104
H 2.5983 -2.0946 -1.9018 0.098
H 2.8524 -3.2641 -0.5858 0.086
H 4.3441 -2.4445 1.1610 0.118
H 5.3114 -0.5049 2.3823 0.117
H 4.5633 1.7964 1.7898 0.121
H 2.9345 2.5157 -1.2270 0.093
H 3.1476 3.2413 0.3736 0.093
H 0.8507 5.0291 1.3858 0.111
H 0.5047 5.5475 3.7802 0.109
H 0.0836 3.6943 5.3758 0.111
H 0.0254 1.3692 4.5860 0.103
C -3.7156 4.0823 0.1449 -0.147
C -2.4086 3.3034 0.2774 -0.429
As -2.5034 1.3978 -0.2128 1.190
C -3.8900 0.8192 1.0567 -0.386
C -3.4453 -0.0666 2.2078 -0.152
C -3.4230 1.5497 -1.9439 -0.394
C -2.8998 0.7044 -3.0974 -0.197
H -3.5534 5.1171 0.4465 0.079
H -4.5075 3.6862 0.7776 0.061
H -4.0852 4.1012 -0.8783 0.061
H -2.0376 3.3392 1.3051 0.061
H -1.6396 3.7565 -0.3530 0.044
H -4.6985 0.3678 0.4775 0.068
H -4.2764 1.7525 1.4669 0.053
H -3.1194 -1.0447 1.8686 0.027
H -4.2788 -0.2041 2.8985 0.082
H -2.6196 0.3821 2.7639 0.054
H -3.3321 2.6063 -2.2043 0.059
H -4.4843 1.3684 -1.7448 0.073
H -2.0056 1.1569 -3.5241 0.040
H -3.6541 0.6478 -3.8833 0.083
H -2.6319 -0.3108 -2.8013 0.025
C -4.6733 -2.2197 -1.7530 -0.018
N -4.2085 -2.9051 -0.5641 -0.118
C -5.2055 -3.6815 0.1514 -0.046
C -2.9517 -2.6707 -0.0975 -0.507
O -2.2945 -1.6831 -0.4616 -0.104
N -2.4586 -3.5747 0.8107 -0.142
C -2.6618 -5.0040 0.6903 -0.055
C -1.5377 -3.1642 1.8516 -0.083
H -5.7353 -1.9971 -1.6431 0.093
H -4.5404 -2.8307 -2.6507 0.101
H -4.1300 -1.2888 -1.8760 0.051
H -6.1156 -3.0843 0.2406 0.093
H -4.8544 -3.9205 1.1503 0.087
H -5.4560 -4.6084 -0.3702 0.096
H -3.2837 -5.2319 -0.1707 0.086
H -3.1293 -5.4229 1.5848 0.096
H -1.6958 -5.4984 0.5518 0.093
H -1.3568 -2.0925 1.7959 0.014
H -0.5797 -3.6808 1.7601 0.071
H -1.9626 -3.3998 2.8320 0.102